Below is a 6-piece molecular cluster, C3H19N2O6 overall, with properties calculated with ωB97M-V/def2-TZVPD.

```
30
Properties=species:S:1:pos:R:3:forces:R:3
N -0.149 1.596 0.000 -0.4 -0.7 -1.5
C 0.536 0.408 -0.523 1.2 -1.8 1.6
C 1.907 0.793 -0.995 1.1 -0.2 -1.2
N 2.653 -0.187 -1.578 -0.8 -0.3 0.7
C 2.109 -1.505 -1.881 -1.0 -0.2 -1.0
O 2.319 1.938 -0.923 -0.5 0.2 0.3
H -1.186 1.460 -0.070 0.3 0.1 -0.4
H 0.183 2.348 -0.614 -0.2 0.4 0.5
H 0.036 1.814 0.973 0.6 -0.2 0.1
H 0.697 -0.297 0.313 0.0 0.4 0.0
H 0.056 -0.275 -1.229 -0.8 1.1 -0.2
H 3.480 0.162 -2.038 0.1 -0.2 0.0
H 1.475 -1.488 -2.786 0.1 0.3 0.1
H 1.430 -1.908 -1.118 0.6 0.3 0.2
H 2.838 -2.264 -2.126 0.6 0.2 0.4
H -1.935 -2.307 -0.079 0.0 0.1 0.5
H -2.302 -2.436 -1.542 0.2 0.1 -0.2
O -1.753 -1.912 -0.944 -0.1 -0.4 -0.3
H -1.429 3.535 1.723 0.6 -0.3 0.0
H -2.727 2.965 1.596 -0.2 -0.8 -0.1
O -1.808 2.674 1.482 -1.0 1.6 0.7
H 2.820 0.822 2.404 -0.1 0.3 -0.5
H 1.948 0.398 3.500 -0.5 0.0 0.0
O 1.878 0.744 2.601 0.5 -0.2 0.3
H -0.887 -2.911 1.827 0.2 -0.6 1.0
H -2.347 -2.672 2.545 0.1 -0.7 1.1
O -1.759 -2.540 1.821 -0.3 1.2 -2.2
H -2.244 -0.295 -1.001 -0.4 -0.1 0.2
H -3.313 0.698 -0.397 -0.2 -0.3 0.0
O -2.527 0.642 -0.943 0.4 0.6 0.0
```
Positions in Å, forces in eV/Å.

Kohn-Sham gap   10.32 eV
HOMO   -0.4760 Eh
E   -18679.3152 eV
Net charge   +1
Energy above the lowest of the compared OMol25 structures with the same formula, charge and spin   62.71 kJ/mol

=====

Below is a 7-piece molecular cluster, C3H20NO7S overall, with properties calculated with ωB97M-V/def2-TZVPD.

```
32
Properties=species:S:1:pos:R:3:forces:R:3
O -2.395 -0.974 0.591 -0.5 -0.3 0.2
C -1.539 -0.149 0.546 2.5 0.0 0.0
C -0.046 -0.456 0.224 1.0 0.3 0.2
C 0.568 -1.332 1.329 0.1 -1.7 1.3
S 2.385 -1.835 1.046 -1.1 1.3 1.3
N 0.009 -1.084 -1.170 -0.2 -0.8 1.2
H -1.610 0.882 0.761 -1.0 1.4 0.4
H 0.721 0.384 0.360 -2.0 -0.3 -1.3
H 0.039 -2.313 1.490 0.3 1.0 -0.2
H 0.550 -0.780 2.347 -0.2 -0.7 -1.9
H 2.791 -1.041 2.102 0.0 -0.7 -0.9
H 0.960 -1.086 -1.417 2.4 -0.7 -0.2
H -0.339 -0.616 -2.006 -1.2 1.2 0.4
H -0.410 -2.066 -1.132 0.1 0.6 -0.2
H 3.119 -1.575 -2.969 0.2 -0.2 -0.8
H 3.627 -1.870 -1.559 -0.4 0.4 -0.3
O 3.010 -1.309 -2.066 0.0 -0.2 0.9
H -0.795 1.293 -3.863 0.1 0.0 -0.6
H -1.224 1.906 -2.535 0.3 -0.2 0.3
O -0.839 1.105 -2.932 -0.1 -0.1 0.3
H 1.925 2.358 0.842 3.6 0.2 -0.6
H 0.926 2.166 1.936 -0.3 -0.5 2.8
O 1.044 2.344 1.043 -3.3 0.5 -2.0
H -1.229 2.405 2.930 0.7 -1.5 0.3
H -0.497 2.023 4.126 0.9 0.8 3.0
O -0.716 1.639 3.325 -1.5 0.7 -3.4
H -2.409 -3.428 -1.190 1.4 0.7 1.5
H -1.752 -2.700 0.248 -0.5 -1.6 -3.4
O -1.574 -3.154 -0.701 -0.9 0.3 1.8
H -0.708 3.466 -0.394 -1.2 -1.4 -0.9
H -2.267 2.979 -0.448 2.9 -0.3 -1.3
O -1.323 2.813 -0.866 -1.9 1.7 2.3
```
Positions in Å, forces in eV/Å.

Kohn-Sham gap   9.86 eV
HOMO   -0.4641 Eh
E   -30086.1852 eV
Net charge   +1

=====

Below is a 9-piece molecular cluster, C3H24NO10 overall, with properties calculated with ωB97M-V/def2-TZVPD.

```
38
Properties=species:S:1:pos:R:3:forces:R:3
O -0.684 -0.776 -1.176 0.5 -0.1 0.4
C -0.588 -1.909 -0.765 -1.3 0.7 -1.0
O -0.764 -2.968 -1.527 0.2 -0.9 0.8
C -0.244 -2.276 0.654 1.1 0.5 0.4
C 1.209 -2.747 0.561 0.1 -1.9 -1.5
N -0.251 -1.087 1.594 0.7 -0.3 -1.4
H -1.004 -2.756 -2.446 -0.2 0.6 -0.3
H -0.902 -3.017 1.091 -0.1 -0.2 -0.2
H 1.213 -3.707 0.021 -0.4 -0.3 0.7
H 1.803 -2.266 -0.215 0.1 1.2 0.6
H 1.741 -2.911 1.487 0.0 0.3 0.2
H 0.595 -1.210 2.147 -0.3 0.3 0.7
H -1.078 -0.989 2.171 -0.1 0.1 0.2
H -0.050 -0.202 1.093 -0.5 0.2 -0.1
H -3.526 0.242 -1.454 0.0 0.0 -0.1
H -2.149 0.923 -1.421 0.1 -0.1 -0.1
O -2.996 0.882 -0.974 -0.3 0.2 0.3
H 1.256 3.117 0.767 0.0 -0.3 0.1
H 1.485 2.426 2.095 -0.2 -0.1 -0.2
O 1.881 3.061 1.499 0.5 0.7 0.1
H 2.964 0.497 2.157 -0.1 -0.3 0.3
H 2.533 0.853 0.807 -0.5 0.1 -0.3
O 2.228 0.322 1.556 0.6 -0.1 0.2
H -2.338 -1.123 -4.072 -0.6 0.4 -0.1
H -0.811 -1.079 -4.135 0.1 0.3 -0.1
O -1.561 -1.667 -4.046 0.6 -0.9 0.3
H 2.403 1.652 -2.440 0.1 0.1 -0.3
H 2.002 0.319 -3.137 0.2 0.2 -0.2
O 2.105 0.754 -2.288 -0.3 -0.4 0.6
H 0.180 1.005 -0.627 -0.4 0.3 -0.7
H -0.701 2.325 -0.161 -0.1 -0.4 -0.5
O -0.008 1.663 0.043 0.5 -0.1 1.1
H 0.216 0.384 4.778 -0.8 -0.5 0.2
H 0.577 0.973 3.542 -0.5 -0.1 -0.8
O -0.110 0.366 3.864 1.2 0.6 0.6
H -1.897 4.358 -0.630 -0.6 0.2 0.1
H -2.792 3.122 -0.070 -0.5 0.4 -0.2
O -1.936 3.447 -0.343 1.0 -0.5 0.0
```
Positions in Å, forces in eV/Å.

Kohn-Sham gap   10.84 eV
HOMO   -0.4945 Eh
E   -25460.5089 eV
Net charge   +1
Energy above the lowest of the compared OMol25 structures with the same formula, charge and spin   0.00 kJ/mol

=====

Q: net charge of number 1 (C3H19N2O6)?
A: +1